Molecular formula: C3H5NO2
Method: DFT, ωB97M-V with the def2-TZVPD basis set

Properties
relative energy (zero: lowest compared OMol25 entry of this formula, charge and spin)	90.3	kcal per mole
electronic energy	-322.4304	Eh
E_LUMO	0.432	eV
orbital gap	9.2	eV
HOMO level	-8.773	eV

The geometry in XYZ format:
```
11
Properties=species:S:1:pos:R:3:mulliken_charge:R:1
C -0.94 1.46 -0.13 -0.80
N 0.14 0.57 0.24 -0.21
C -0.10 -0.75 0.40 0.83
O -1.13 -1.33 0.56 -0.51
C 1.22 -1.98 -0.45 -0.39
O 1.23 -1.39 0.71 -0.24
H -1.88 1.12 0.32 0.31
H -0.71 2.46 0.25 0.28
H -1.08 1.51 -1.21 0.29
H 1.06 0.84 -0.05 0.25
H 2.17 -2.50 -0.62 0.19
```